No. 1
Entry from OMol25: a cluster of 2 separate species, C4H10N in total (ωB97M-V with the def2-TZVPD basis set).

Output
Molecular weight = 72.13 g mol⁻¹
Charge = +1
Highest occupied orbital energy = -13.41 eV
Energy = -5789.04967 eV
ΔE to the lowest compared entry with this formula, charge and spin = 4.8082 eV

Each line ends with the Löwdin charge.
Atoms and positions in Å:
C  -0.436  -1.370  0.121  -0.079
C  0.392  -0.317  -0.518  -0.120
C  -0.624  0.129  0.429  -0.241
C  2.456  0.393  0.038  0.179
N  -1.979  0.637  -0.114  0.214
H  -1.049  -2.016  -0.530  0.128
H  0.142  -1.831  0.940  0.118
H  0.399  -0.197  -1.543  0.077
H  -0.282  0.705  1.368  0.184
H  2.212  1.354  -0.205  0.000
H  3.077  -0.213  -0.535  0.017
H  2.610  0.227  1.060  0.019
H  -2.199  0.359  -1.068  0.171
H  -2.133  1.547  0.133  0.111
H  -2.869  0.285  0.424  0.223

No. 2
Entry from OMol25: a cluster of 2 separate species, C4H10N in total (ωB97M-V with the def2-TZVPD basis set).

Output
Molecular weight = 72.13 g mol⁻¹
Charge = +1
Highest occupied orbital energy = -12.63 eV
Energy = -5790.23513 eV
ΔE to the lowest compared entry with this formula, charge and spin = 3.6228 eV

Each line ends with the Löwdin charge.
Atoms and positions in Å:
C  -2.013  2.322  -1.299  -0.090
C  -0.863  2.554  -0.717  -0.117
H  -2.180  1.255  -1.591  0.066
H  -2.459  3.027  -1.950  0.040
H  -0.415  1.889  0.119  0.052
H  -0.221  3.435  -0.894  0.056
C  0.494  -1.666  1.734  -0.031
C  1.218  -1.782  -0.587  0.190
N  1.385  -1.308  0.618  -0.028
H  -0.552  -1.928  1.287  0.138
H  0.971  -2.503  2.297  0.119
H  0.262  -0.775  2.391  0.118
H  0.300  -2.300  -0.765  0.112
H  1.978  -1.777  -1.358  0.128
H  2.093  -0.442  0.715  0.248

No. 3
Entry from OMol25: a cluster of 2 separate species, C4H10N in total (ωB97M-V with the def2-TZVPD basis set).

Output
Molecular weight = 72.13 g mol⁻¹
Charge = +1
Highest occupied orbital energy = -13.12 eV
Energy = -5791.14972 eV
ΔE to the lowest compared entry with this formula, charge and spin = 2.7082 eV

Each line ends with the Löwdin charge.
Atoms and positions in Å:
C  1.611  1.606  0.878  -0.095
C  1.191  2.602  0.103  -0.050
H  2.046  0.688  0.485  0.032
H  1.859  1.806  1.914  0.055
H  0.629  2.494  -0.812  0.046
H  1.279  3.614  0.482  0.059
C  -2.017  -1.085  -0.114  0.017
C  0.361  -1.597  -0.418  0.190
N  -0.868  -1.858  -0.612  0.016
H  -2.942  -1.554  -0.442  0.108
H  -1.966  -1.028  0.971  0.113
H  -1.969  -0.084  -0.542  0.111
H  0.669  -0.603  -0.093  0.084
H  1.166  -2.278  -0.685  0.136
H  -1.050  -2.722  -1.115  0.178

No. 4
Entry from OMol25: a cluster of 2 separate species, C4H10N in total (ωB97M-V with the def2-TZVPD basis set).

Output
Molecular weight = 72.13 g mol⁻¹
Charge = +1
Highest occupied orbital energy = -12.80 eV
Energy = -5787.74152 eV
ΔE to the lowest compared entry with this formula, charge and spin = 6.1164 eV

Each line ends with the Löwdin charge.
Atoms and positions in Å:
C  1.528  -0.423  2.252  -0.068
C  0.591  0.766  1.900  -0.137
C  0.449  0.886  0.338  -0.027
C  -0.228  -0.012  -0.208  0.414
N  -1.978  -0.784  -3.746  0.038
H  2.130  -0.706  1.395  0.084
H  2.274  -0.084  2.953  0.082
H  1.064  -1.282  2.715  0.089
H  -0.390  0.560  2.306  0.118
H  1.020  1.687  2.291  0.125
H  0.754  1.819  -0.157  0.194
H  -0.811  -0.071  -1.121  0.109
H  -1.548  -0.564  -2.877  -0.058
H  -2.260  -1.725  -3.956  0.021
H  -2.594  -0.066  -4.084  0.016

No. 5
Entry from OMol25: the ion C4H10N with charge +1 (ωB97M-V with the def2-TZVPD basis set).

Output
Molecular weight = 72.13 g mol⁻¹
Charge = +1
SMILES = C[NH+]1CCC1
Highest occupied orbital energy = -16.85 eV
Energy = -5791.93395 eV
ΔE to the lowest compared entry with this formula, charge and spin = 1.9239 eV

Each line ends with the Löwdin charge.
Atoms and positions in Å:
C  -1.615  0.020  0.437  0.042
N  -0.423  0.042  -0.533  -0.092
C  0.604  -1.131  -0.326  0.011
C  1.452  -0.010  0.438  -0.110
C  0.694  1.039  -0.334  -0.105
H  -1.303  0.355  1.348  0.060
H  -2.387  0.771  0.260  0.111
H  -2.091  -1.011  0.459  0.139
H  -0.860  0.037  -1.438  0.165
H  1.100  -1.402  -1.353  0.175
H  0.235  -1.899  0.250  0.087
H  1.179  -0.033  1.475  0.113
H  2.476  0.082  0.179  0.106
H  0.427  2.009  0.183  0.156
H  1.333  1.295  -1.192  0.141

No. 6
Entry from OMol25: a cluster of 2 separate species, C4H10N2 in total (ωB97M-V with the def2-TZVPD basis set).

Output
Molecular weight = 86.14 g mol⁻¹
Charge = 0
SMILES = C=CN.C=NC
Highest occupied orbital energy = -7.96 eV
Energy = -7286.70465 eV
ΔE to the lowest compared entry with this formula, charge and spin = 3.9149 eV

Each line ends with the Löwdin charge.
Atoms and positions in Å:
C  3.206  -0.496  0.495  -0.033
C  1.894  -0.292  0.321  -0.318
N  1.187  0.283  -0.735  0.013
H  3.988  -0.205  -0.229  0.053
H  3.518  -1.058  1.353  0.028
H  1.277  -0.519  1.201  0.086
H  1.524  1.149  -1.105  0.068
H  0.299  -0.078  -1.095  0.034
C  -1.929  1.106  -0.856  -0.113
N  -1.610  -0.098  -0.678  -0.109
C  -2.215  -0.697  0.602  -0.082
H  -1.181  2.004  -0.879  0.098
H  -2.945  1.544  -0.913  0.068
H  -1.449  -0.685  1.383  0.072
H  -3.173  -0.212  0.824  0.067
H  -2.390  -1.748  0.311  0.068

No. 7
Entry from OMol25: a cluster of 2 separate species, C4H10N2 in total (ωB97M-V with the def2-TZVPD basis set).

Output
Molecular weight = 86.14 g mol⁻¹
Charge = 0
SMILES = CC(C)=N.C=N
Highest occupied orbital energy = -9.41 eV
Energy = -7288.35068 eV
ΔE to the lowest compared entry with this formula, charge and spin = 2.2689 eV

Each line ends with the Löwdin charge.
Atoms and positions in Å:
C  0.140  1.978  0.523  -0.056
C  0.389  0.509  0.399  -0.501
C  1.453  0.055  -0.556  -0.048
N  -0.179  -0.282  1.263  0.082
H  -0.141  2.399  -0.442  0.077
H  1.053  2.480  0.849  0.087
H  -0.638  2.174  1.257  0.077
H  2.383  -0.131  -0.015  0.088
H  1.637  0.793  -1.334  0.076
H  1.140  -0.891  -1.010  0.062
H  0.264  -1.196  1.326  0.055
C  -1.604  -1.209  -0.385  -0.200
N  -1.002  -2.213  -0.885  0.006
H  -1.379  -0.225  -0.884  0.074
H  -2.543  -1.208  0.174  0.080
H  -0.973  -3.033  -0.279  0.042

No. 8
Entry from OMol25: an isolated molecule of C4H10N2 (ωB97M-V with the def2-TZVPD basis set).

Output
Molecular weight = 86.14 g mol⁻¹
Charge = 0
Highest occupied orbital energy = -6.88 eV
Energy = -7287.44182 eV
ΔE to the lowest compared entry with this formula, charge and spin = 3.1777 eV

Each line ends with the Löwdin charge.
Atoms and positions in Å:
C  1.018  1.552  0.680  -0.105
C  0.504  -1.842  -0.738  -0.045
N  1.127  0.461  -0.147  -0.027
C  0.196  -0.497  -0.175  -0.342
N  -1.993  0.715  -0.063  -0.006
C  -1.017  -0.178  0.573  -0.260
H  2.053  0.200  -0.465  0.147
H  -1.883  1.669  0.264  0.048
H  -1.870  0.746  -1.068  0.064
H  -1.535  -1.082  0.901  0.103
H  1.951  2.049  0.901  0.035
H  0.180  2.225  0.600  0.024
H  -0.458  0.593  1.380  0.133
H  0.011  -2.004  -1.702  0.077
H  1.579  -1.984  -0.876  0.073
H  0.138  -2.622  -0.065  0.081

No. 9
Entry from OMol25: an isolated molecule of C4H10N2 (ωB97M-V with the def2-TZVPD basis set).

Output
Molecular weight = 86.14 g mol⁻¹
Charge = 0
SMILES = C/C=C/N(C)N
Highest occupied orbital energy = -7.70 eV
Energy = -7287.59873 eV
ΔE to the lowest compared entry with this formula, charge and spin = 3.0208 eV

Each line ends with the Löwdin charge.
Atoms and positions in Å:
C  2.619  -0.340  0.031  -0.155
C  1.277  0.276  0.178  -0.206
C  0.145  -0.361  -0.128  -0.166
N  -1.208  -0.048  0.112  -0.264
C  -1.592  1.343  0.001  -0.097
N  -2.312  -1.010  0.003  0.047
H  3.260  -0.017  0.847  0.062
H  2.671  -1.504  0.101  0.104
H  3.049  -0.177  -0.917  0.043
H  1.313  1.469  0.293  0.136
H  0.376  -1.424  -0.364  0.116
H  -2.636  1.290  -0.111  0.047
H  -1.261  1.961  0.947  0.113
H  -1.162  1.819  -0.884  0.076
H  -2.442  -1.707  0.727  0.068
H  -2.099  -1.569  -0.833  0.075

No. 10
Entry from OMol25: a cluster of 2 separate species, C4H10N2 in total (ωB97M-V with the def2-TZVPD basis set).

Output
Molecular weight = 86.14 g mol⁻¹
Charge = 0
Highest occupied orbital energy = -7.73 eV
Energy = -7286.23450 eV
ΔE to the lowest compared entry with this formula, charge and spin = 4.3850 eV

Each line ends with the Löwdin charge.
Atoms and positions in Å:
C  -2.370  0.665  1.001  -0.085
C  -2.218  0.052  -0.188  -0.069
C  1.621  -0.692  0.643  -0.064
C  0.720  -0.405  -1.556  -0.030
N  1.736  1.361  -0.479  0.017
N  1.408  0.092  -0.545  -0.408
H  -1.514  1.009  1.656  0.053
H  -3.371  0.832  1.482  0.051
H  -1.256  -0.130  -0.588  -0.023
H  2.713  -0.608  0.942  0.110
H  1.010  -0.431  1.499  0.081
H  1.329  -1.766  0.492  0.100
H  0.573  -1.482  -1.735  0.088
H  0.418  0.193  -2.346  0.054
H  -3.133  -0.277  -0.694  0.053
H  2.335  1.588  0.416  0.073